No. 1
Below is a 24-piece molecular cluster, C11H59FIN4O25 overall, with properties calculated with ωB97M-V/def2-TZVPD.

XYZ file:
```
101
Properties=species:S:1:pos:R:3:forces:R:3
I -2.849453 -0.292953 -2.198458 -0.70 0.33 -0.49
F -2.544573 -3.925814 0.856423 -1.79 2.41 -1.51
O -4.010640 -9.735785 -1.779770 0.27 0.21 0.09
O -5.173547 1.641958 -3.366187 -0.22 0.23 -0.05
O -6.471256 -8.524971 -2.911107 -0.05 0.04 -0.10
O -2.388344 8.509547 -0.105280 -0.05 -0.34 0.00
O 2.438841 2.076288 -2.555303 -0.20 -0.15 0.41
O 1.898655 6.137684 4.707396 0.38 -0.09 -0.05
O -0.160055 3.996491 4.381710 -0.20 -0.39 -0.05
O -0.890625 -2.764378 4.433499 -0.14 -0.12 -0.31
O -2.939254 -1.063393 1.941148 -0.16 1.46 -4.72
O -0.461987 5.875624 -5.418906 -0.06 -0.06 -0.28
O 6.489979 -2.096598 -0.247734 0.71 0.54 -0.04
O 0.443335 7.715344 1.005141 -0.33 -0.05 -0.02
O 5.243953 -1.516616 2.295002 -0.04 0.30 -0.25
O 0.880963 -1.595684 -2.508875 -0.37 -0.10 -0.02
O 0.045071 -6.742994 1.452769 -0.42 -0.58 0.13
O -3.430233 -3.835792 -1.246007 0.95 2.58 5.55
O 2.369969 0.968536 -5.226833 0.09 0.00 0.15
O 1.111888 5.727442 -1.010152 -0.25 -0.19 -0.38
O -3.162760 -3.833238 -4.777369 0.00 -0.12 0.30
O 1.617842 4.694048 -3.786406 -0.46 -0.23 0.55
O -6.099055 -5.357140 -1.866802 0.33 -0.07 -0.02
O 1.963075 0.381819 6.413787 0.02 -0.10 -0.23
O 2.006680 1.310959 3.229246 -0.02 -0.02 0.00
O 1.093388 3.137493 0.309754 -0.09 -0.54 -0.15
O 1.335897 8.987683 3.762030 -0.11 0.07 0.26
N -2.585949 0.146649 -0.151397 3.58 -2.22 0.89
N -3.990913 -1.954694 0.031954 1.66 -0.46 1.99
N -0.398814 0.710643 -1.033462 -0.46 0.55 0.44
N -0.469296 0.337946 1.358676 -3.02 0.01 -2.20
C 3.938136 -2.478490 -0.817439 -3.66 0.66 1.96
C 0.895563 -4.089017 1.540516 0.46 1.91 -0.73
C -3.114124 -0.939143 0.703616 -0.42 -0.97 4.32
C 1.406714 -1.411536 0.831237 3.02 -1.59 -2.05
C -3.301887 -3.248953 -0.137237 -0.55 -3.28 -5.29
C 0.110951 -1.010644 1.678762 2.41 -1.42 0.69
C 1.768121 -2.953886 0.774681 1.88 1.10 -1.40
C 3.601764 -0.960210 -0.734151 -2.15 -2.21 1.60
C -1.150942 0.377920 0.066139 0.08 0.12 1.28
C 2.356807 -0.430358 0.084937 0.70 -3.46 -0.18
C 3.011429 -3.471799 -0.040621 -0.96 3.73 0.07
H -0.623317 -1.884051 1.613108 0.84 1.42 0.04
H 6.188024 -1.684021 0.578278 -0.05 -0.38 0.15
H 0.611416 8.488491 1.562468 0.08 -0.07 0.05
H -1.106007 0.669147 2.102896 0.19 -0.76 -0.39
H 1.168264 4.054036 0.001352 -0.06 0.47 -0.06
H 1.191070 5.491929 -1.948404 0.34 0.05 0.03
H -0.899362 -6.558246 1.372415 0.15 -0.02 -0.02
H -6.185089 -6.237552 -2.258162 -0.18 -0.09 0.04
H 5.339284 -0.554948 2.295860 -0.10 -0.10 0.21
H -2.966498 7.930683 0.406192 0.05 0.18 -0.08
H 3.201452 -4.611325 -0.062928 -0.28 2.19 0.06
H -1.597024 -2.594897 3.796449 0.01 0.00 0.18
H 4.366499 -1.664468 1.913725 0.04 -0.04 0.06
H -5.073801 2.602557 -3.381139 0.01 -0.14 -0.03
H 0.705036 -3.702518 2.608635 0.24 -0.91 -1.55
H -0.116464 3.132842 4.812942 0.09 0.14 0.01
H 3.219389 1.383981 -5.421352 -0.18 -0.04 -0.09
H 1.666829 2.644764 -0.289547 0.13 0.33 0.11
H -4.742442 -2.131391 0.737902 0.54 0.18 -0.58
H 0.160092 0.030744 -1.583692 -0.55 0.08 0.18
H 0.668532 4.876659 -3.853335 0.07 0.13 -0.46
H -3.165193 -9.324151 -1.998972 -0.09 -0.17 0.00
H 1.866982 5.175929 4.626605 -0.36 0.15 0.05
H 1.629269 -1.994492 -2.972104 0.01 0.26 0.06
H 1.867137 1.487375 -2.045115 0.18 -0.13 -0.14
H -6.944083 -9.275844 -2.531645 0.05 0.16 -0.04
H -0.104762 -4.142873 0.974162 1.41 -0.15 0.98
H 3.307649 1.654246 -2.510550 -0.04 0.13 -0.07
H 0.732243 6.616174 -1.021721 0.18 -0.04 0.46
H -3.453932 -4.714435 -5.043480 0.02 0.18 -0.06
H 4.808070 -2.924259 -1.418544 -1.59 1.16 1.12
H 0.077883 -7.613305 1.871451 0.05 0.09 -0.09
H -5.147768 -5.196439 -1.856257 -0.17 0.01 -0.02
H 0.158315 7.035964 1.629114 0.21 0.09 -0.04
H 2.087948 1.386068 -4.400495 0.13 -0.01 -0.26
H 1.050784 8.306996 4.387583 0.15 -0.13 -0.18
H -4.274052 -9.305254 -0.956658 -0.09 -0.09 -0.16
H -1.033104 -3.681569 4.700997 0.08 0.15 0.07
H 7.346947 -1.684212 -0.417112 -0.05 -0.21 0.00
H 2.838353 6.348578 4.635009 -0.17 0.12 -0.01
H 2.096950 0.783672 5.545816 0.03 -0.01 -0.02
H 1.503212 9.759706 4.316860 -0.04 -0.05 -0.20
H 2.121685 0.690729 0.114538 0.52 -1.93 0.06
H 2.330804 -0.505653 6.319989 -0.06 0.15 0.09
H 0.406501 -2.351301 -2.138985 0.13 0.06 -0.05
H 0.457047 -0.955226 2.786923 -0.81 -0.06 -1.75
H 2.283123 2.098830 2.741978 -0.14 -0.02 0.06
H -0.363750 1.735192 -1.230795 0.38 -1.07 0.47
H -3.274269 -3.830342 -3.817831 -0.04 -0.01 -0.14
H -6.069199 1.494962 -3.697062 0.13 -0.03 0.03
H -5.716447 -8.927317 -3.359419 -0.04 0.01 0.24
H -1.521885 8.082120 -0.052601 0.07 0.22 0.17
H -1.105807 4.177449 4.314324 0.19 0.13 0.07
H 1.412227 -5.104961 1.505186 -0.79 1.79 0.13
H 1.661804 3.824060 -3.361520 0.27 0.11 -0.19
H 1.257691 0.974769 2.722495 0.20 0.25 -0.02
H 0.165909 5.617265 -6.106201 0.01 0.03 0.17
H -1.171287 6.315560 -5.903874 0.07 -0.03 0.19
H 4.265838 -0.216391 -1.294701 -1.05 -1.23 1.04
```
Positions in Å, forces in eV/Å.

Computed properties:
**Charge**: +1
**Highest occupied orbital energy**: -0.41676 Ha
**Energy**: -2951.5844 a.u.

***

No. 2
Below is a 28-piece molecular cluster, C11H66N2O29 overall, with properties calculated with ωB97M-V/def2-TZVPD.

XYZ file:
```
108
Properties=species:S:1:pos:R:3:forces:R:3
O 2.789176 2.273549 9.153097 0.02 0.37 0.28
O 5.544289 -8.621767 1.871764 0.30 -0.42 0.02
O 3.338545 1.898283 6.388351 0.23 -0.14 -0.21
O 4.063349 -6.281896 1.996983 0.03 0.41 0.07
O 2.483977 -8.001777 -2.027308 0.02 -0.02 0.08
O 1.273352 1.580832 4.255745 0.00 0.15 -0.20
O -2.914784 1.315116 -2.305325 -0.11 -0.35 0.09
O -2.375715 -3.017149 7.646282 0.13 0.00 0.18
O -4.323752 -1.656648 -2.407182 0.45 0.12 0.09
O 1.163478 1.747523 -0.513448 -1.99 -4.93 0.97
O 3.733080 1.099794 -4.183877 -0.24 0.15 0.05
O -4.430297 2.051102 -6.594100 0.18 0.25 0.11
O -1.267088 -2.405993 -0.964813 3.63 3.71 2.28
O 2.272600 -5.651325 -3.989832 0.05 0.06 -0.35
O -0.678072 9.510679 -3.637093 -0.06 -0.02 0.03
O 1.036715 -0.379594 -5.049498 0.24 -0.10 -0.01
O -1.840803 4.156768 -5.931660 0.06 -0.17 0.27
O -0.643034 0.959724 6.482438 0.21 0.06 0.35
O -2.985849 -3.157028 4.483898 0.05 -0.48 0.09
O -2.405806 3.987153 -8.840175 0.02 -0.16 0.25
O 0.552242 -3.329956 -3.784107 0.01 0.41 -0.07
O -3.200031 4.064810 -1.392813 0.13 0.39 -0.04
O 6.125280 -3.582568 2.395088 0.16 -0.32 0.10
O 0.329041 -5.670018 -6.664057 0.11 -0.09 0.22
O -0.646027 2.929442 -2.781933 0.23 0.06 -0.36
O -2.350933 3.016590 5.292935 -0.10 0.62 0.43
O -5.358014 5.688183 0.034481 0.11 0.34 0.15
O -0.656920 4.020926 0.463969 -0.13 -0.24 0.15
O -1.497718 7.270070 -5.411231 0.24 -0.06 -0.06
N -0.463027 -0.155575 -0.351685 -0.19 0.91 -0.65
N -2.636073 -0.362252 4.063673 -0.05 0.84 -0.71
C 1.770975 -0.622641 0.332967 1.64 -2.23 0.69
C 0.860122 0.544690 -0.251168 1.38 -0.50 0.79
C -1.438167 0.328781 0.687544 -1.50 -0.35 1.06
C -0.391756 -1.633763 -0.454493 -0.06 -1.60 -0.05
C 1.007056 -1.972754 0.220447 2.57 0.33 0.87
C 3.836882 -1.838700 1.475796 -3.77 0.37 -1.57
C 3.050082 -3.173286 1.383778 -1.14 2.35 -0.99
C -0.911022 0.194602 2.198492 0.32 0.82 0.55
C 1.620041 -3.289222 0.741918 1.94 3.91 0.07
C -2.026382 0.730396 3.254801 0.44 0.11 0.34
C 3.185104 -0.537813 0.947133 -2.09 -2.69 -0.55
H -1.565337 1.483625 4.016769 -0.70 -1.49 -1.81
H 3.082987 0.991200 6.596717 0.00 0.18 0.15
H 2.510143 -5.854625 -4.903690 0.05 -0.04 0.14
H -0.358943 3.129781 0.234702 0.20 0.26 -0.01
H -3.283301 3.100836 5.529426 0.09 -0.17 -0.10
H -4.304867 1.960679 -5.640621 -0.05 -0.10 -0.12
H -0.653611 7.479943 -5.831128 -0.16 -0.02 -0.07
H -4.419904 3.005593 -6.742013 -0.06 -0.11 0.00
H -2.676964 3.082494 -8.636378 -0.04 0.10 -0.11
H 4.872638 -1.784806 1.937978 -1.66 -0.33 -0.70
H -0.380422 -3.259683 -3.539640 0.08 -0.15 0.04
H 5.970877 -9.231306 2.486879 -0.08 0.10 -0.06
H 1.871178 -0.145635 -5.478096 -0.07 -0.02 0.03
H -0.760622 8.627953 -4.023243 -0.18 0.07 0.11
H -2.276742 4.394374 -7.973344 -0.11 0.05 -0.19
H 4.182958 -6.698928 1.135367 -0.02 -0.02 0.16
H -1.504231 3.337495 -6.318730 0.01 0.10 0.01
H -0.526178 2.505197 -3.640798 -0.01 -0.11 0.19
H -2.834275 2.219080 -1.970085 -0.14 -0.04 0.02
H 0.037278 0.817006 2.412442 -1.34 -0.94 -0.75
H 5.663652 -9.038804 1.009101 -0.09 0.10 0.07
H -6.288270 5.785112 0.271322 0.11 -0.15 -0.11
H -2.175467 0.845905 -1.896548 -0.06 -0.01 -0.13
H -2.639243 -3.971436 4.099728 -0.08 0.14 0.00
H 2.174824 1.444693 4.578176 -0.17 0.19 0.16
H -0.628748 -0.888120 2.489655 -0.61 1.60 -0.71
H -3.307604 -0.921701 3.522576 0.82 0.14 0.46
H 3.686654 0.494008 1.001384 -0.76 -1.92 -0.04
H 3.463624 2.310017 7.255580 -0.28 -0.23 -0.11
H 1.218052 2.534501 4.114970 0.07 -0.12 -0.02
H 0.090665 -6.581566 -6.455203 -0.01 0.14 -0.05
H -2.374459 -0.342862 0.614518 1.41 1.04 -0.13
H 4.489987 -6.891710 2.610643 -0.05 -0.07 -0.26
H -2.850082 1.319173 2.706980 1.14 -0.95 0.76
H -1.638252 -3.482306 8.059481 -0.12 0.02 -0.11
H 2.720716 -8.204785 -2.939530 -0.06 0.13 0.14
H 1.037963 -4.261169 0.664374 1.04 1.44 0.19
H -2.925375 4.452034 -2.233471 0.19 -0.08 0.17
H 3.556332 -4.108412 1.816423 -1.18 1.52 -0.84
H 4.130455 1.900979 -3.821121 0.00 -0.13 -0.09
H 1.940173 -4.742288 -4.030745 -0.16 -0.10 0.25
H 5.516353 -4.315839 2.228546 0.07 -0.04 -0.01
H -1.563759 4.050638 0.135828 0.03 0.04 -0.19
H 2.801155 1.170065 -3.938772 0.13 -0.06 0.09
H 3.195710 3.070137 9.517984 -0.01 -0.16 0.05
H -3.413873 -1.778040 -2.086958 -0.37 -0.01 -0.05
H -1.944295 3.812843 5.658575 -0.07 -0.03 -0.15
H -1.590710 9.797432 -3.515740 0.15 -0.05 -0.06
H -1.638416 6.337944 -5.624046 0.03 -0.01 0.00
H -3.599613 4.804763 -0.913801 -0.39 -0.31 -0.02
H 1.857124 2.356954 9.390405 0.08 -0.11 -0.16
H 0.949746 -2.526767 -3.421015 -0.02 -0.10 0.04
H 2.153228 -7.095401 -2.070513 0.09 -0.09 -0.21
H -1.052161 1.694374 6.952945 -0.14 -0.18 -0.23
H 6.933363 -4.013919 2.698291 -0.10 0.12 -0.05
H -4.939442 6.475921 0.404663 -0.08 -0.09 -0.02
H -0.229998 2.314298 -2.160348 0.10 0.26 0.08
H -0.372842 1.346453 5.637152 0.17 -0.21 0.10
H -1.926229 -0.953997 4.515535 -0.68 0.36 -0.54
H -2.297043 -2.113355 7.976978 -0.05 -0.05 -0.22
H 0.920976 -1.315873 -5.259932 -0.12 0.11 -0.03
H -4.388431 -0.702095 -2.545975 0.06 -0.06 0.06
H -1.899919 3.961495 -4.986571 -0.02 0.07 -0.07
H -3.042231 -3.349904 5.430598 0.07 0.19 0.02
H 0.453232 -5.256972 -5.799414 -0.13 -0.03 -0.09
H -1.804292 1.390018 0.448997 0.78 -1.48 0.36
```
Positions in Å, forces in eV/Å.

Computed properties:
**Charge**: 0
**Highest occupied orbital energy**: -0.30008 Ha
**ΔE to the lowest compared entry with this formula, charge and spin**: 5.9083 eV
**Energy**: -2750.0195 a.u.

***

No. 3
Below is C11H7BrCl2N2O3STi as an isolated structure, with properties calculated with ωB97M-V/def2-TZVPD.

XYZ file:
```
28
Properties=species:S:1:pos:R:3:forces:R:3
Br 0.172295 -1.165335 2.214237 -0.01 0.00 0.03
Ti -0.141048 -1.038302 -0.487552 0.14 -0.27 0.42
Cl -1.328207 4.043217 -1.505369 -0.01 -0.04 0.02
Cl -2.599962 -1.008529 -0.097398 0.05 -0.07 0.02
S -0.436019 1.071004 -1.013620 -0.13 0.03 -0.10
O 0.072061 -2.168093 -1.934918 0.15 0.03 -0.44
O 5.370382 -1.005863 2.157032 0.00 -0.03 -0.04
O -0.650481 -4.154043 -1.353335 0.01 0.07 0.00
N 1.839749 -1.077198 0.122404 -0.05 0.03 -0.09
N -0.476210 -3.055247 -1.045716 -0.09 0.07 0.19
C 4.265075 -1.037456 1.454147 0.03 0.09 0.07
C 4.216801 -1.035703 0.048506 0.02 -0.02 0.01
C -4.390020 1.018635 -0.131218 -0.01 -0.09 0.02
C -2.484465 2.891345 -0.981693 -0.01 0.08 -0.03
C 3.061361 -1.068101 2.192270 0.04 -0.03 -0.04
C -2.106184 1.567750 -0.758861 0.24 -0.03 -0.05
C 3.002457 -1.060053 -0.577200 -0.03 0.00 0.00
C 1.921516 -1.087786 1.462023 -0.12 -0.01 0.00
C -3.805193 3.271590 -0.781044 -0.07 -0.02 0.03
C -4.744232 2.344900 -0.360063 0.04 0.04 -0.02
C -3.078043 0.671106 -0.340046 -0.18 0.15 0.01
H -4.089643 4.299276 -0.959522 0.02 0.00 0.00
H 5.124673 -1.020017 -0.539738 -0.01 0.00 0.00
H -5.770627 2.649043 -0.208849 0.00 0.01 0.00
H -5.121428 0.290371 0.191179 0.01 0.00 0.00
H 3.076134 -1.082355 3.272805 -0.01 0.00 0.00
H 6.175752 -0.984528 1.617833 0.00 -0.01 0.01
H 2.923507 -1.069637 -1.656286 -0.02 0.00 -0.01
```
Positions in Å, forces in eV/Å.

Computed properties:
**Charge**: +2
**Highest occupied orbital energy**: -0.56766 Ha
**ΔE to the lowest compared entry with this formula, charge and spin**: 0.0000 eV
**Energy**: -5500.0489 a.u.

***

No. 4
Below is C11H7BrN3O7Pt as an isolated structure, with properties calculated with ωB97M-V/def2-TZVPD.

XYZ file:
```
30
Properties=species:S:1:pos:R:3:forces:R:3
Pt -0.571884 -0.225927 0.812499 0.06 0.30 -0.02
Br 0.926425 -0.432902 -2.567910 0.07 -0.03 0.01
O 3.815845 1.444961 -0.596918 0.00 -0.05 0.00
O -0.704508 2.676843 0.080935 0.05 0.02 0.03
O 0.822326 5.125538 -0.592372 -0.03 -0.07 -0.07
O 1.244956 0.464649 0.290420 -0.13 -0.09 0.29
O -2.333080 -1.041580 1.401936 0.11 -0.08 -0.05
O -3.526515 -2.903704 1.064404 0.03 -0.05 0.02
O 3.496017 4.242946 -1.471254 0.01 0.01 0.05
N 0.071195 2.014595 2.878636 0.10 -0.07 0.08
N -0.616230 0.772815 2.613042 -0.10 0.01 -0.28
N -0.766391 -1.598792 -0.703511 0.30 -0.09 0.10
C 1.475244 1.696675 -0.091888 -0.12 0.13 -0.12
C -2.586425 -2.170946 0.830840 0.00 -0.06 0.02
C 0.095671 -3.113918 -2.319833 -0.03 -0.01 -0.01
C -1.600362 -2.568395 -0.264470 -0.05 0.06 -0.06
C 2.790545 2.110220 -0.532127 -0.03 0.03 -0.04
C -0.699223 -4.122768 -1.813975 0.00 -0.03 -0.04
C 2.653028 3.557592 -0.939754 0.04 0.02 -0.03
C 0.014473 -1.847177 -1.755056 -0.16 0.07 -0.04
C 1.245500 3.988587 -0.581549 0.10 0.08 0.00
C -1.596031 -3.837417 -0.795160 -0.08 0.05 -0.04
C 0.512178 2.754278 -0.185694 -0.16 -0.29 0.07
H -1.623079 0.884530 2.713564 0.04 0.12 0.12
H -0.320636 0.105270 3.318176 0.01 0.05 0.00
H -2.295920 -4.558747 -0.399993 0.01 0.00 0.01
H 0.584242 2.241446 2.029859 -0.04 -0.04 0.15
H -0.635060 2.737497 2.959528 0.01 -0.03 -0.14
H -0.642841 -5.117478 -2.236596 0.00 0.00 0.00
H 0.770541 -3.278693 -3.145777 -0.01 0.01 -0.01
```
Positions in Å, forces in eV/Å.

Computed properties:
**Charge**: -1
**Highest occupied orbital energy**: -0.14465 Ha
**ΔE to the lowest compared entry with this formula, charge and spin**: 0.2189 eV
**Energy**: -3807.7355 a.u.